[1]
The following is a quantum chemistry calculation of a cluster of 13 separate species, C36H52Cl6O30 in total at a distorted geometry, from OMol25.

Geometry as XYZ:
```
124
Properties=species:S:1:pos:R:3:mulliken_charge:R:1
Cl -6.767 -2.146 1.555 -0.2253
Cl 4.920 -0.322 -0.050 -0.1600
Cl 0.184 -0.055 2.529 -0.3382
Cl -3.385 -1.504 4.511 -0.2223
Cl -2.223 -0.185 0.304 -0.0625
Cl 4.328 -1.348 -3.308 -0.3247
O -3.280 2.010 -2.781 -0.3859
O 3.400 -4.600 0.647 -0.3354
O 4.166 3.911 0.871 -0.1740
O -0.791 -1.054 -5.236 0.0125
O 0.622 1.123 -2.739 -0.3727
O -2.094 -6.784 -0.799 -0.4099
O -4.765 0.729 -3.823 -0.3748
O -1.733 6.138 3.318 -0.6152
O 5.369 1.516 3.511 -0.3200
O -6.594 2.614 2.301 -0.4218
O 0.652 2.319 -4.668 -0.0104
O 2.086 2.798 -3.128 0.6677
O -6.161 3.166 4.431 -0.5585
O -1.982 -5.324 3.400 -0.4032
O 3.269 -2.683 1.640 -0.0513
O 2.006 2.975 0.792 -0.2684
O -4.202 -7.412 -1.132 -0.6634
O -3.498 -5.233 -1.247 -0.2953
O -0.346 4.555 2.617 -0.3806
O 2.607 4.844 -0.419 -0.2422
O -2.097 3.884 3.755 -0.3533
O -3.405 -4.872 1.814 -0.5724
O -4.493 2.712 2.872 -0.2005
O 0.960 -2.195 -4.822 -0.1318
O 1.466 -3.409 0.457 -0.3667
O 5.853 3.706 3.897 -0.6108
O -1.581 -3.558 2.202 0.2765
O -5.430 2.820 -3.195 -0.5980
O 3.760 2.819 4.012 -0.4222
O -0.647 -2.144 -3.237 -0.5398
C 5.042 0.555 -1.620 -0.3994
C 3.064 1.646 3.553 0.7864
C -3.580 -0.015 -4.024 0.0123
C 1.060 1.978 -3.474 1.0307
C 1.215 3.512 -5.193 -1.1350
C 1.304 -1.591 -6.034 -0.6329
C -4.472 2.466 1.499 0.8014
C 4.726 -4.195 0.886 -0.3648
C -0.414 -3.662 3.048 0.5864
C 4.244 0.773 3.787 0.0311
C 0.434 -0.104 0.756 -0.2178
C -0.178 -1.775 -4.348 0.8673
C 0.001 -0.869 -6.354 -0.6990
C -2.383 -4.587 2.399 0.2720
C -5.654 -2.314 2.946 -0.4184
C -0.860 -4.727 4.063 -0.3944
C 3.802 5.561 -0.671 -0.7730
C 3.913 0.158 -2.498 0.3185
C -0.670 -0.872 0.037 1.5759
C -1.431 4.967 3.242 0.5728
C 2.381 3.684 -4.217 -2.6921
C 2.880 3.863 0.475 0.3105
C 4.624 5.159 0.474 -0.6352
C 2.606 -3.547 0.906 0.2916
C -1.359 2.772 3.653 0.1617
C -4.585 1.925 -3.237 0.4557
C -1.277 -5.663 -0.825 0.1055
C -2.220 -4.587 -1.329 0.4059
C -5.866 2.100 1.190 -0.1458
C -3.345 -6.501 -1.139 0.6802
C -2.594 0.786 -3.164 1.8684
C -0.320 3.136 2.587 1.3183
C -5.789 2.865 3.337 0.6142
C 4.514 -3.229 2.033 -0.4915
C -4.543 -1.285 3.065 0.3224
C 5.088 2.763 3.844 0.7096
H 4.984 1.618 -1.387 0.0166
H -2.016 1.987 3.277 0.0269
H 0.588 4.403 -5.182 0.4084
H -2.248 -3.759 -0.621 -0.3278
H 5.677 5.120 0.196 0.4072
H -1.262 -4.237 4.950 0.2721
H 1.602 3.448 -6.210 0.5996
H -4.191 3.351 0.928 0.3345
H 3.104 -0.266 -1.903 -0.4554
H -0.536 -0.901 -1.045 -0.6280
H -5.340 -3.351 2.823 0.1529
H -0.984 2.455 4.626 0.1511
H -3.912 -1.253 2.177 -0.2015
H 2.788 1.746 2.503 -0.5968
H -0.354 -5.678 -1.405 0.4018
H 0.466 0.951 0.481 0.2853
H 3.366 3.470 -4.632 0.7866
H -0.648 -1.949 0.206 -0.5901
H 0.673 2.701 2.696 -0.6869
H -1.790 1.023 -3.860 -0.4237
H -5.974 1.021 1.081 0.1058
H -2.139 0.209 -2.359 -0.9326
H 2.188 1.370 4.140 0.4381
H 4.170 0.313 4.773 0.2362
H -0.640 2.783 1.607 -0.0715
H 4.268 -0.020 3.039 -0.2012
H -0.572 -1.328 -7.159 0.4203
H -4.964 -0.285 3.173 0.1619
H 3.589 6.625 -0.566 0.3389
H 4.560 5.881 1.288 0.2994
H -3.609 -1.036 -3.644 0.1991
H -0.322 -2.704 3.560 0.0804
H -0.143 -5.509 4.314 0.3156
H 2.181 -0.951 -5.933 0.3047
H 0.523 -3.904 2.546 -0.5155
H -1.801 -4.192 -2.254 0.1982
H -6.283 -2.348 3.836 0.4136
H 1.438 -0.478 0.558 0.2112
H -6.221 2.522 0.250 0.2957
H 6.031 0.323 -2.016 0.4967
H 2.300 4.731 -3.926 0.0763
H -3.168 -0.138 -5.025 0.1502
H 5.100 -3.639 0.027 0.2752
H -0.959 -5.465 0.198 -0.1423
H 3.592 0.824 -3.299 0.1069
H 4.434 -3.762 2.980 0.3249
H -3.758 1.653 1.367 -0.7138
H 0.233 0.188 -6.482 0.1308
H 5.428 -4.986 1.150 0.3441
H 4.257 5.311 -1.630 0.4233
H 5.330 -2.510 2.102 0.3284
H 1.432 -2.340 -6.815 0.3240
```

For the LUMO energy (alpha / beta), the calculation gives 1.3 / 1.3 eV. The expectation value of S² is 0.750. As for the highest occupied orbital energy (alpha / beta): -0.0193 / -0.3149 Eh. As for the net charge: -1. Its spin multiplicity is 2.

[2]
The following is a quantum chemistry calculation of a cluster of 13 separate species, C36H52Cl6O30 in total at a distorted geometry, from OMol25.

Geometry as XYZ:
```
124
Properties=species:S:1:pos:R:3:mulliken_charge:R:1
Cl 6.255 6.167 -2.845 -0.2042
Cl 9.663 -3.627 -1.131 -0.1710
Cl 11.184 -4.457 -3.953 -0.1886
Cl 8.218 1.832 6.091 -0.1644
Cl 9.332 7.092 -5.744 -0.2038
Cl 8.069 1.638 2.881 -0.1827
O 2.580 3.678 7.644 -0.5915
O 3.459 -4.825 6.734 -0.5681
O 1.580 -0.766 -0.857 -0.2987
O -8.246 0.244 -0.651 -0.5416
O -7.082 8.898 5.569 -0.5407
O -1.021 6.029 -5.365 -0.3070
O 3.131 -6.880 5.843 -0.3518
O -5.851 -5.495 -2.775 -0.5964
O -10.159 -0.568 -1.772 -0.3102
O 1.406 4.509 5.906 -0.3318
O -2.615 7.455 -5.202 -0.3465
O 3.477 1.443 -8.256 -0.2880
O -1.018 -12.861 1.116 -0.5459
O 4.235 -0.288 -9.451 -0.3155
O -3.613 1.204 8.805 -0.3053
O -4.550 -4.451 -4.366 -0.3343
O -9.576 -1.474 0.160 -0.3344
O 2.843 5.761 6.910 -0.3157
O -5.626 7.670 4.412 -0.3358
O 1.671 -2.742 0.246 -0.5919
O -6.583 -4.952 -4.762 -0.3312
O -7.730 7.442 3.879 -0.3388
O -2.060 5.997 -3.383 -0.5734
O -1.502 -10.840 2.347 -0.3285
O -1.008 -10.779 0.163 -0.3141
O -0.151 -1.301 0.361 -0.3202
O -5.408 2.431 8.346 -0.5984
O 5.796 1.030 -8.417 -0.5429
O -4.952 0.425 7.259 -0.3278
O 4.893 -5.881 5.246 -0.3337
C -5.630 6.787 3.363 -0.2987
C 8.511 6.530 -4.255 -0.4380
C -3.082 -0.072 8.499 -0.2804
C -7.100 6.574 2.965 -0.2124
C -4.698 1.423 8.138 0.7093
C -9.220 -0.498 -0.789 0.6818
C -1.914 6.430 -4.539 0.7167
C -1.861 -9.517 1.942 -0.2117
C 2.388 0.811 -8.808 -0.2772
C -2.060 7.721 -6.448 -0.2417
C 1.065 -1.691 -0.054 0.7059
C 9.475 -3.936 -3.852 -0.4319
C -6.152 -4.213 -5.907 -0.2668
C -0.608 -0.219 -0.337 -0.2123
C -11.007 -1.648 -1.564 -0.2138
C 2.875 -0.147 -9.856 -0.2685
C -1.205 -9.426 0.556 -0.3715
C -1.155 -11.618 1.174 0.6742
C -4.691 -4.182 -5.786 -0.2381
C 4.609 0.728 -8.647 0.6303
C -5.609 -5.023 -3.891 0.7452
C 6.802 1.038 3.999 -0.4411
C 1.392 5.671 5.118 -0.2510
C 6.962 6.689 -4.393 -0.3840
C 3.919 -7.882 5.199 -0.2141
C 9.341 -2.890 -2.683 -0.3934
C -10.881 -1.858 -0.124 -0.3239
C -1.209 6.495 -6.702 -0.2596
C 3.835 -5.752 6.011 0.7188
C 7.489 0.479 5.305 -0.3725
C -3.902 -0.558 7.297 -0.2232
C -6.885 8.026 4.745 0.7064
C 2.229 4.613 6.914 0.7153
C 5.126 -7.187 4.740 -0.2320
C 0.662 0.202 -1.038 -0.2859
C 2.432 6.565 5.815 -0.2356
H -10.750 -2.556 -2.109 0.2503
H -6.614 -3.227 -5.951 0.2563
H -7.559 5.599 3.133 0.2726
H 8.950 -4.858 -3.602 0.2933
H -6.440 -4.744 -6.815 0.2669
H 6.286 0.257 3.441 0.2855
H -1.651 8.730 -6.476 0.2533
H 1.464 5.418 4.060 0.2847
H -4.134 -4.897 -6.391 0.2438
H -3.328 -0.580 6.370 0.2433
H 8.275 -2.671 -2.738 0.2566
H -5.190 5.859 3.729 0.2435
H 8.176 -0.334 5.070 0.2978
H -4.267 -1.562 7.514 0.2476
H -12.038 -1.362 -1.774 0.2794
H -4.253 -3.215 -6.031 0.2544
H -0.289 6.633 -7.270 0.2855
H 9.978 -2.007 -2.641 0.3244
H 0.433 6.133 5.352 0.2067
H 4.312 -8.605 5.913 0.2339
H -2.870 7.802 -7.174 0.2359
H -1.750 5.722 -7.247 0.2367
H -2.927 -9.310 1.852 0.2735
H 3.405 -8.365 4.368 0.2680
H 1.920 7.463 6.161 0.2473
H 3.172 6.918 5.097 0.2713
H 1.774 0.277 -8.083 0.2524
H 2.760 0.245 -10.867 0.2442
H -1.767 -8.796 -0.133 0.3164
H -7.086 6.773 1.893 0.2414
H 0.974 1.169 -0.644 0.2690
H -1.333 -8.734 2.486 0.2643
H 6.797 0.093 6.053 0.2747
H -0.929 0.503 0.414 0.2455
H -3.255 -0.773 9.315 0.2566
H 6.022 1.796 4.065 0.3033
H -10.896 -2.863 0.298 0.2803
H -0.212 -8.978 0.579 0.2435
H 1.617 1.411 -9.292 0.3008
H 6.641 7.713 -4.582 0.3147
H -2.034 0.000 8.209 0.2783
H 8.998 7.065 -3.440 0.3241
H 9.135 -3.540 -4.809 0.3107
H -11.646 -1.335 0.450 0.2322
H 8.714 5.468 -4.119 0.3077
H 2.447 -1.143 -9.743 0.2642
H 6.445 6.032 -5.092 0.2837
H 5.197 -7.174 3.653 0.2348
H -1.388 -0.475 -1.055 0.2301
H 0.445 0.278 -2.103 0.2586
H -5.042 7.226 2.557 0.2626
H 6.031 -7.704 5.058 0.2441
```

For the LUMO energy, the calculation gives -0.2 eV. As for the highest occupied orbital energy: -0.3795 Eh. As for the net charge: 0.

[3]
The following is a quantum chemistry calculation of a structure of composition C36H52ClGaNO29S at a distorted geometry, from OMol25.

Geometry as XYZ:
```
121
Properties=species:S:1:pos:R:3:mulliken_charge:R:1
Ga -0.552 -1.576 -2.588 0.1123
Cl -4.676 -3.007 -0.980 -0.3575
S 0.709 -3.215 -6.003 -0.3953
O 4.614 5.499 4.518 -0.3261
O 9.331 1.784 0.878 -0.5276
O 4.891 0.545 -1.492 -0.5859
O 5.592 3.462 4.441 -0.6285
O 4.671 7.469 8.160 -0.5335
O -7.141 -2.412 -4.303 -0.3480
O 3.935 3.880 5.920 -0.3452
O -0.941 3.534 3.582 -0.3361
O -5.816 -3.997 -3.395 -0.3901
O 1.555 -5.774 -3.474 -0.4994
O -9.405 -5.173 0.691 -0.3652
O -10.074 -1.735 -7.463 -0.3309
O 4.446 9.696 7.857 -0.3162
O 7.073 0.354 -2.053 -0.3967
O 6.383 -0.262 -0.007 -0.2562
O 9.594 2.914 2.813 -0.3245
O 1.759 -5.052 -1.283 -0.4125
O -0.551 5.288 4.951 -0.5824
O -9.054 0.073 -8.318 -0.3224
O 1.892 -0.671 0.350 -0.1776
O 9.419 0.678 2.846 -0.3305
O -8.896 -2.991 0.567 -0.3655
O 1.871 1.258 1.502 -0.3033
O -9.589 0.020 -6.125 -0.5357
O 0.069 5.367 2.776 -0.3538
O 6.219 8.625 6.991 -0.3037
O -8.064 -4.250 -3.396 -0.3391
O 0.010 0.574 0.424 -0.4416
O -10.954 -3.625 1.250 -0.5603
N -1.039 -1.539 -4.500 -0.2936
C 0.169 4.368 1.761 -0.1181
C -9.014 -0.931 -9.326 -0.3346
C -3.063 -3.670 -3.148 -1.2635
C 7.729 -0.706 -0.129 -0.1947
C 6.233 9.941 6.449 -0.3096
C -7.675 -3.707 0.380 0.1941
C 9.439 1.792 2.067 0.5979
C -10.074 -1.897 -8.878 -0.2975
C 3.431 5.977 5.154 0.0381
C 0.480 -7.204 -1.889 -0.4345
C -2.921 -3.325 -1.622 0.5443
C 3.092 0.607 1.829 -0.5482
C 5.340 10.700 7.388 -0.3135
C -0.883 3.380 2.163 0.0261
C -9.133 -3.349 -3.670 -0.3396
C 0.933 -3.852 -1.139 0.1411
C -8.147 -5.085 0.022 -0.0890
C 5.073 8.498 7.713 0.6674
C 1.318 -5.907 -2.293 0.4924
C -0.945 -6.649 -1.365 -0.3543
C -2.109 -2.006 -1.310 -1.0657
C 4.789 4.209 4.915 0.6889
C 8.246 0.112 -1.274 -0.2046
C 1.148 0.397 0.725 0.4417
C -9.573 -0.496 -7.198 0.7185
C 3.245 -0.393 0.720 0.0209
C -6.899 -3.592 -3.672 0.5313
C -8.521 -2.393 -4.654 -0.1378
C -0.379 -2.302 -5.150 0.3046
C -9.856 -3.903 0.871 0.6212
C 1.140 -2.748 -2.261 -0.1690
C 9.453 2.536 4.180 -0.1132
C 9.799 1.075 4.160 -0.3547
C 6.011 0.241 -1.215 0.7126
C -0.481 4.777 3.871 0.7061
C 3.310 5.088 6.354 -0.1288
H 1.539 -3.229 -3.196 0.5107
H -0.167 -4.072 -0.996 -0.1171
H -1.788 -7.348 -1.637 0.3714
H -1.130 -5.710 -1.972 -0.3257
H -3.468 -2.750 -3.672 0.4180
H 2.273 4.910 6.639 0.3147
H -8.930 -1.389 -4.568 0.3290
H 10.870 0.895 4.287 0.2703
H 3.775 0.022 -0.146 0.0687
H 7.247 10.340 6.423 0.2897
H -9.993 -3.878 -4.080 0.3331
H 8.281 -0.530 0.793 0.0700
H -2.791 -1.108 -1.194 0.5429
H -8.628 -2.732 -5.687 0.1254
H 9.253 0.505 4.911 0.3173
H 8.656 1.070 -0.951 0.2663
H -11.065 -1.641 -9.262 0.2635
H 1.970 -2.069 -1.880 -0.2664
H 2.988 0.134 2.811 0.2132
H -0.082 -0.066 -2.234 -0.3859
H 1.174 3.941 1.783 0.1153
H 2.589 5.867 4.464 0.0365
H -3.789 -4.501 -3.338 0.3929
H -0.013 4.794 0.775 0.3383
H 0.232 -7.781 -2.830 0.2836
H -2.062 -3.938 -3.588 0.1416
H 4.796 11.503 6.892 0.2926
H -7.075 -3.256 -0.407 -0.1332
H -0.619 2.359 1.892 -0.0037
H -7.108 -3.688 1.313 0.3551
H 8.998 -0.420 -1.857 0.3241
H 8.421 2.719 4.492 0.1065
H -1.642 -2.157 -0.280 0.2624
H 3.853 5.476 7.218 0.1878
H 3.916 1.319 1.866 0.3756
H 1.266 -3.374 -0.163 0.0674
H -1.864 3.617 1.743 0.2435
H 10.122 3.115 4.815 0.2887
H -9.429 -2.858 -2.738 0.1900
H -8.017 -1.380 -9.339 0.2731
H -2.576 -4.232 -1.042 0.1111
H -7.466 -5.862 0.369 0.3106
H 5.839 9.908 5.430 0.2582
H 3.532 7.028 5.423 0.1395
H 7.730 -1.778 -0.344 0.2636
H -9.844 -2.927 -9.151 0.2941
H 1.004 -7.830 -1.114 0.2957
H -9.224 -0.506 -10.307 0.2922
H -0.871 -6.442 -0.262 0.2511
H 3.754 -1.301 1.045 0.4548
H -8.307 -5.208 -1.052 0.1172
H 5.884 11.114 8.242 0.2610
```

For the LUMO energy, the calculation gives 1.3 eV. As for the highest occupied orbital energy: -0.1773 Eh. As for the net charge: -1.

[4]
The following is a quantum chemistry calculation of a structure of composition C36H52CuN3O9S2Sb2Si, from OMol25.

Geometry as XYZ:
```
106
Properties=species:S:1:pos:R:3:mulliken_charge:R:1
Sb -1.772 -2.358 2.567 0.5558
Sb -2.930 -0.184 -0.162 0.6944
Cu 0.484 0.131 0.877 -0.1433
S 6.130 -2.409 -1.076 1.3579
S 1.389 -0.871 3.213 0.9350
Si 0.218 2.322 -1.282 -1.8627
O -0.384 1.003 -0.609 2.1891
O 2.792 -2.468 -4.305 -0.7079
O 2.285 -0.617 4.329 -0.7557
O 6.543 -3.750 -1.433 -0.7025
O 0.796 -1.698 -4.622 -0.6554
O 0.849 -2.265 3.264 -0.7758
O 2.110 -0.685 1.884 -0.4169
O 0.232 0.065 3.153 -0.6280
O 6.991 -1.302 -1.417 -0.7367
N 2.227 -2.951 -1.635 0.3101
N 0.349 -2.404 -0.570 0.0661
N 1.660 -2.187 -3.911 1.1585
C -3.700 1.457 -1.351 -1.1832
C -1.924 -2.454 4.709 -1.4156
C 1.564 -2.926 -0.452 1.0066
C 2.857 2.478 -0.204 -1.9007
C 2.147 -3.429 0.814 -0.7595
C -2.664 0.985 1.618 -1.1514
C 0.213 -2.061 -1.871 -0.3834
C -3.954 -2.922 2.341 -1.4910
C 0.411 5.096 -0.271 -0.1716
C -0.292 3.891 -0.336 0.3440
C -5.328 -0.837 1.827 1.2392
C -4.868 -1.817 2.734 1.1443
C -1.524 3.838 0.323 0.5590
C 3.624 -3.327 -1.763 -1.4657
C -1.263 1.489 -5.086 -0.7088
C -0.756 1.396 -3.798 0.4436
C -1.314 6.116 1.061 -0.6320
C -6.448 0.329 3.652 -0.7595
C 2.467 0.885 -2.063 -1.2294
C -6.014 -0.643 4.542 -0.6390
C -5.241 -1.694 4.077 -0.6722
C -6.104 0.217 2.314 -0.5759
C -1.205 -4.427 2.333 -1.5524
C 5.828 -2.360 0.680 -0.0636
C 4.527 -2.096 -1.770 0.1660
C 2.115 2.275 -1.530 2.8833
C -0.537 2.530 -3.012 0.1679
C -0.087 6.196 0.416 -0.8165
C -1.578 2.733 -5.617 -0.5412
C -4.986 -0.869 0.376 -2.1651
C -0.865 3.769 -3.566 -0.3972
C 1.362 -2.377 -2.551 -0.3233
C 7.123 -2.601 1.439 -1.5002
C 2.599 3.296 -2.567 -1.9813
C -2.032 4.930 1.013 -0.7460
C -1.382 3.874 -4.851 -0.6569
H -0.678 -1.587 -2.246 0.5304
H -3.024 0.419 2.476 0.2609
H -4.106 -3.794 2.981 0.6498
H -1.980 2.812 -6.621 0.3322
H 3.940 2.395 -0.366 0.4698
H -2.484 -1.596 5.083 0.3732
H 2.193 0.114 -1.336 -0.8746
H -2.867 2.042 -1.742 0.0207
H -2.416 -3.379 5.020 0.3942
H -2.985 4.848 1.523 0.4120
H 2.577 1.724 0.537 0.2745
H -4.888 -2.446 4.775 0.2996
H -0.529 0.417 -3.392 0.0971
H -1.635 4.848 -5.256 0.3736
H -1.122 -4.672 1.274 0.3656
H -1.407 0.588 -5.671 0.4369
H -4.267 1.058 -2.195 0.4251
H -7.047 1.166 3.993 0.3647
H 3.845 -3.954 -0.902 0.6373
H -0.905 -2.415 5.088 0.3616
H -5.674 -0.230 -0.183 0.6108
H 7.540 -3.577 1.192 0.3410
H -4.078 -3.229 1.300 0.4063
H -1.606 1.192 1.765 0.3665
H 6.923 -2.566 2.509 0.4399
H -5.064 -1.879 -0.030 0.4858
H 2.489 -4.463 0.717 0.6988
H 1.406 -3.337 1.604 -0.4752
H 1.955 0.667 -3.006 0.2309
H -0.237 -4.553 2.813 0.3477
H 4.092 -1.292 -1.174 -0.2823
H 3.778 -3.922 -2.656 0.1510
H 4.695 -1.718 -2.779 0.5785
H -3.236 1.913 1.545 0.4863
H 2.370 4.327 -2.289 0.2815
H 0.488 7.115 0.455 0.4114
H -1.702 6.970 1.604 0.3433
H -4.350 2.096 -0.751 0.4144
H -6.444 0.971 1.610 0.3319
H 5.396 -1.382 0.899 0.4011
H 2.147 3.115 -3.545 0.3945
H 7.859 -1.836 1.197 0.3560
H -1.944 -5.081 2.802 0.5516
H 3.547 0.833 -2.253 0.8631
H -0.723 4.670 -2.977 0.3681
H 2.660 3.460 0.232 0.2974
H 1.376 5.188 -0.754 0.0238
H 5.082 -3.124 0.899 0.1434
H -6.267 -0.580 5.594 0.3715
H -2.086 2.912 0.306 -0.3011
H 2.962 -2.780 1.136 -0.3220
H 3.688 3.221 -2.680 0.5265
```

For the LUMO energy, the calculation gives 3.6 eV. As for the highest occupied orbital energy: -0.0908 Eh. As for the net charge: -2.

E across the listed records, respectively: -174733.201, -174729.210, -174777.723, -148339.102 eV.